Version P
The following is a quantum chemistry calculation of an isolated ion of composition C3H3BrNO2 and charge -1, from the Open Molecules 2025 dataset.

The geometry in ORCA input format:
```
! wB97M-V def2-TZVPD RIJCOSX def2/J DEFGRID3
* xyz -1 1
C 0.1448 -0.0621 -0.1485
C -0.5320 -1.4259 -0.5781
N -0.1167 -2.6412 -0.3052
Br 1.6706 -2.9074 0.5261
C -1.7360 -1.1953 -1.7513
O -1.1278 -0.8949 -2.7442
O -2.8324 -1.3056 -1.3212
H -0.7020 0.5621 0.0633
H 0.4932 0.4715 -1.0202
H 0.7227 -0.2556 0.6483
*
```

Structure (SMILES) ... C/C(=N\Br)C(=O)[O-]
HOMO level ... -4.307 eV
HOMO-LUMO gap ... 7.689 eV

=====

Version Q
The following is a quantum chemistry calculation of a 2-piece molecular cluster, C3H3BrNO2 overall, from the Open Molecules 2025 dataset.

The geometry in ORCA input format:
```
! wB97M-V def2-TZVPD RIJCOSX def2/J DEFGRID3
* xyz -1 1
C -0.0576 1.4217 0.7698
C -1.2995 -1.6364 -0.0058
C 1.0049 1.0794 -0.1405
N -0.6273 1.8492 1.6818
O -0.8717 -1.4918 1.0889
O -2.2133 -1.6566 -0.7377
Br 0.4531 -2.3220 -1.5145
H 1.4269 0.0679 0.2757
H 1.7140 1.9563 -0.3336
H 0.4705 0.7322 -1.0841
*
```

HOMO level ... -4.744 eV
HOMO-LUMO gap ... 8.379 eV

=====

Short version: version P is the least stable of them.

=====

Version P
The following is a quantum chemistry calculation of one molecule with the formula C4H5FN2O, from the Open Molecules 2025 dataset.

The geometry in ORCA input format:
```
! wB97M-V def2-TZVPD RIJCOSX def2/J DEFGRID3
* xyz 0 1
O -0.0398 -3.2470 -0.7778
C 1.0117 -2.6892 -0.5706
N 1.1207 -1.3515 -0.2401
C 0.0340 -0.5097 -0.1191
N 0.2083 0.7183 0.1898
C -0.9395 1.5041 0.2865
C -0.8032 2.7966 0.6000
F -1.8726 3.6023 0.7107
H 1.9653 -3.2251 -0.5970
H 2.0373 -0.9571 -0.0839
H -0.9243 -0.9779 -0.3157
H -1.9416 1.0555 0.1225
H 0.1437 3.2808 0.7946
*
```

Structure (SMILES) ... O=CN/C=N/C=C/F
HOMO level ... -8.766 eV
HOMO-LUMO gap ... 9.338 eV

=====

Version Q
The following is a quantum chemistry calculation of one molecule with the formula C4H5FN2O, from the Open Molecules 2025 dataset.

The geometry in ORCA input format:
```
! wB97M-V def2-TZVPD RIJCOSX def2/J DEFGRID3
* xyz 0 1
C 0.3602 0.9798 1.6984
N -0.6785 0.8515 0.7284
C -0.4975 -0.0356 -0.3024
C 0.6968 -0.4176 -0.9794
C 0.1508 -1.2160 -1.9308
F 0.7118 -2.0021 -2.8159
O -1.1647 -1.3500 -1.8820
N -1.6118 -0.5518 -0.8102
H 1.3425 0.9114 1.1328
H 0.3828 0.1753 2.5463
H 0.1819 2.0256 2.1687
H -1.6230 0.8483 1.1581
H 1.7486 -0.2188 -0.7121
*
```

Structure (SMILES) ... CNc1cc(F)on1
HOMO level ... -8.906 eV
HOMO-LUMO gap ... 9.750 eV

=====

Short version: version Q is the least stable of them.

=====

Version P
The following is a quantum chemistry calculation of a 5-piece molecular cluster, C5H19NO6 overall, from the Open Molecules 2025 dataset.

The geometry in ORCA input format:
```
! wB97M-V def2-TZVPD RIJCOSX def2/J DEFGRID3
* xyz 0 1
C 1.6582 1.5817 1.1975
N 2.1007 0.3374 0.6577
C 1.8903 0.1937 -0.8161
C 1.9576 -1.2913 -1.1473
O 2.1479 -1.6691 -2.2773
C 0.6417 0.8445 -1.3903
C -0.6924 0.1514 -1.0584
O -0.4849 -1.2742 -1.2009
H 2.0832 2.5683 0.8551
H 0.5831 1.7970 1.1137
H 1.8545 1.6123 2.2568
H 3.0892 0.1822 0.8338
H 2.7332 0.5862 -1.3695
H 1.8879 -2.0259 -0.3232
H 0.4616 1.8308 -0.9240
H 0.6936 0.7154 -2.4728
H -1.4671 0.4165 -1.7714
H -1.0633 0.3305 -0.0370
H -0.9384 -1.5381 -2.0052
O 0.2126 -0.6711 2.9678
H -0.5433 -0.2078 2.5746
H 0.8583 -0.2871 2.3423
O -3.1971 -0.5222 0.7413
H -3.6559 -0.6310 1.5800
H -2.8396 -1.3896 0.5047
O -2.3799 2.2400 -1.9384
H -2.8631 2.7048 -1.2386
H -2.7873 1.3729 -1.8542
O -0.9367 -2.9071 1.2606
H -0.6778 -2.7115 2.1710
H -0.3268 -2.3395 0.7677
*
```

Structure (SMILES) ... CN[C@@H](C=O)CCO.O.O.O.O
HOMO level ... -9.501 eV
HOMO-LUMO gap ... 9.805 eV

=====

Version Q
The following is a quantum chemistry calculation of a 5-piece molecular cluster, C5H19NO6 overall, from the Open Molecules 2025 dataset.

The geometry in ORCA input format:
```
! wB97M-V def2-TZVPD RIJCOSX def2/J DEFGRID3
* xyz 0 1
C -0.7472 0.9708 3.0753
C -1.9745 0.3193 2.4060
C -2.1846 0.8572 0.9641
N -1.1329 0.2755 0.1017
C -1.3611 0.5264 -1.3458
C -0.3669 -0.3963 -2.0182
O -0.6260 -1.4315 -2.5637
O 0.8721 0.0474 -1.8823
H -0.6949 0.6563 4.1381
H -0.7805 2.0439 2.9716
H 0.1424 0.6539 2.5725
H -2.8907 0.5413 2.9685
H -1.8170 -0.7835 2.3790
H -3.1704 0.4896 0.5926
H -2.2073 1.9778 0.9548
H -0.1835 0.5967 0.3955
H -2.3946 0.2459 -1.6036
H -1.2140 1.6244 -1.7092
H 1.5883 -0.6820 -1.4675
O 2.1907 -1.5251 -0.4521
H 2.3550 -0.9178 0.2830
H 1.3976 -2.0419 -0.1642
O -0.1848 -2.5294 0.2614
H -0.5492 -2.9673 -0.4676
H -0.6871 -1.7183 0.3654
O 2.2367 0.4776 1.3035
H 2.2537 1.2029 0.6958
H 2.9381 0.6262 1.8885
O 1.8656 2.2513 -0.6698
H 1.3111 3.0676 -0.7793
H 1.5049 1.4686 -1.1894
*
```

Structure (SMILES) ... CCCNCC(=O)O.O.O.O.O
HOMO level ... -9.684 eV
HOMO-LUMO gap ... 10.122 eV

=====

Short version: version P is the least stable of them.

=====

Version P
The following is a quantum chemistry calculation of C2H9N2OP3 as an isolated structure, from the Open Molecules 2025 dataset.

The geometry in ORCA input format:
```
! wB97M-V def2-TZVPD RIJCOSX def2/J DEFGRID3
* xyz 0 1
C -1.2372 -0.6586 -0.6527
C 0.7561 -2.0035 0.7643
N 0.3019 -1.9741 -0.7128
N 1.6390 1.9943 -1.4407
O -1.9881 -0.8399 0.3948
P 0.1500 1.4641 1.1662
P -1.3730 0.3232 -1.9937
P 0.1796 2.2714 -0.9903
H -0.0938 -2.1125 1.4419
H 1.3148 -1.1690 1.1572
H 1.3484 -2.9870 0.9298
H 1.9649 2.5098 -2.2071
H 1.1133 -1.5288 -1.1585
H -1.5459 -1.0766 1.2032
H 0.8876 2.4742 1.8727
H -1.0015 2.1524 1.5236
H -2.4160 1.1607 -1.2978
*
```

HOMO level (alpha / beta) ... -8.118 / -8.118 eV
HOMO-LUMO gap (alpha / beta) ... 7.519 / 7.518 eV

=====

Version Q
The following is a quantum chemistry calculation of a 2-piece molecular cluster, C2H9N2OP3 overall, from the Open Molecules 2025 dataset.

The geometry in ORCA input format:
```
! wB97M-V def2-TZVPD RIJCOSX def2/J DEFGRID3
* xyz 0 1
C 1.1558 0.3731 0.1275
C 0.9802 -1.7903 -0.8580
N -2.4406 1.4658 -1.2847
N 1.6463 -0.8415 -0.0719
O 0.1340 0.7810 -0.3707
P 2.2579 1.4911 1.1668
P -3.1506 0.1264 1.4963
P -2.2102 0.0611 -0.2749
H 1.8226 -2.0831 -1.6670
H 0.6729 -2.5253 -0.1108
H 0.0693 -1.3291 -1.3700
H -1.7306 1.3972 -2.0414
H -2.1203 2.3349 -0.7349
H 2.5671 -1.1092 0.3003
H 2.0918 0.6242 2.2542
H 1.0183 2.3181 1.6640
H -2.7641 -1.2942 1.7752
*
```

HOMO level ... -7.933 eV
HOMO-LUMO gap ... 8.339 eV

=====

Short version: version P is the least stable of them.